Entry 1:
Below is a molecular structure, C20H24Br2F5N2O6V in a non-equilibrium geometry, with properties calculated with ωB97M-V with the def2-TZVPD basis set.

Properties
- M: 694.2 Da
- ⟨S²⟩: 3.76
- Energy above the lowest of the compared OMol25 structures with the same formula, charge and spin: 0.0000 eV
- Largest force on an atom: 2.000 eV Å⁻¹
- HOMO-LUMO gap (spin up / spin down): 5.59 / 7.25 eV

```
! RIJCOSX wB97M-V def2-TZVPD def2/J DEFGRID3
* xyz -1 4
Br -2.78273 2.53559 3.41153
Br -1.79035 6.52092 -0.44834
V -0.87205 -0.82654 0.28804
F -3.73297 -2.82742 3.03469
F -3.93861 -0.97366 1.94408
F -1.43414 -1.67060 3.09564
F -1.46808 -3.45527 1.75270
F -3.86965 -2.84974 0.86814
O -0.63504 -3.06897 -3.12515
O 2.67060 -0.82202 -0.66802
O -0.39482 -2.33867 -1.00057
O 1.08512 -1.79000 1.45901
O 1.50008 0.87429 1.08896
O -1.47202 0.76048 1.28397
N -2.53833 -0.75243 -1.16305
N -0.48989 1.38431 -1.15960
C -1.07294 3.73433 -0.78871
C -1.03123 2.38385 -0.37425
C -2.44701 -1.91496 -2.09400
C 1.38789 -3.17145 1.33961
C 0.04754 3.02761 -2.78551
C 1.88235 -1.11236 2.39495
C 0.02182 1.67764 -2.32084
C -1.55804 1.96372 0.92252
C 2.77131 1.18581 0.57381
C -2.12114 2.98016 1.70215
C -1.03913 -2.49318 -2.12030
C 0.53744 0.56570 -3.19487
C 3.23287 -2.06839 -1.02846
C -0.48724 4.01734 -2.04638
C -1.79468 -2.05660 1.76276
C -2.18585 4.31232 1.26931
C -3.33977 -2.17212 1.91595
C -1.67716 4.69019 0.06239
C 3.52625 -0.02987 0.10844
C 1.50167 0.34137 2.40168
H 3.58860 -2.59441 -0.13684
H 1.21742 -3.68018 2.28948
H -0.48721 5.03718 -2.41057
H -3.47245 -0.57944 -0.81939
H -2.74884 -1.66236 -3.10479
H 2.94268 -1.23391 2.15231
H 2.21512 0.88939 3.02703
H 1.61361 0.66216 -3.34641
H 2.43552 -3.28823 1.04264
H 1.72442 -1.52767 3.39624
H 4.39413 0.31047 -0.47662
H -2.24710 0.07905 -1.65632
H 4.07901 -1.94072 -1.71822
H 0.73995 -3.58486 0.57881
H 0.06027 0.59449 -4.18081
H 2.61029 1.86263 -0.26710
H 0.48304 3.24321 -3.75623
H 0.49709 0.47035 2.80127
H 2.45634 -2.66575 -1.50307
H -2.64264 5.05344 1.91205
H 0.35285 -0.40401 -2.74377
H 3.91390 -0.60522 0.95307
H 3.37507 1.70879 1.32553
H -3.09307 -2.70579 -1.72059
*
```


Entry 2:
Below is a molecular structure, C54H64N5O2PPbS2, with properties calculated with ωB97M-V with the def2-TZVPD basis set.

Properties
- M: 1117.4 Da
- Energy above the lowest of the compared OMol25 structures with the same formula, charge and spin: 0.0000 eV
- Largest force on an atom: 0.952 eV Å⁻¹
- HOMO-LUMO gap: 5.79 eV

```
! RIJCOSX wB97M-V def2-TZVPD def2/J DEFGRID3
* xyz -2 1
Pb -0.07306 -0.50667 -0.60947
S 1.88682 2.12594 2.79947
S 3.81104 0.19570 5.22838
P 1.89473 0.85703 5.90530
O 1.30749 -1.07226 1.17800
O 0.71479 -2.04201 -2.41484
N -0.82943 0.97618 1.37021
N 2.28699 0.35719 -1.60023
N -1.92531 -2.29339 -0.40251
N 0.36157 3.51890 -0.29789
N -2.36107 -0.07722 -2.41762
C -3.15846 -4.19926 -0.39624
C -1.98607 2.57666 -0.18062
C 3.91400 4.82295 7.50179
C -1.96723 -5.15340 2.05380
C 2.73940 -1.27454 4.55630
C -1.87220 1.07143 -4.49676
C 0.54561 0.97309 -5.28780
C -1.68166 0.77280 8.92358
C -3.86968 1.66258 -3.23285
C 3.19567 -0.37933 -2.09695
C 4.23369 -2.14990 -3.38596
C -2.11900 -3.47318 0.22162
C -5.06426 2.92850 -1.39360
C -0.95373 -1.04347 -5.45956
C 3.13011 4.05636 8.34928
C 2.63003 2.50479 6.54539
C -2.03774 1.72625 1.09449
C -3.60044 -3.42338 -1.46387
C 0.54258 0.84101 7.22048
C -2.22695 2.01139 -5.45656
C 4.07724 4.41820 6.18094
C -0.74097 -0.24452 8.95934
C -1.31176 -3.92280 1.42602
C -1.26077 -2.80823 2.48264
C 2.21663 2.80285 -1.81796
C -0.40906 1.86717 7.19927
C 1.13212 4.63922 0.19403
C 3.07205 -4.02563 -4.28740
C 0.97677 0.51552 3.06680
C 2.68858 1.60825 -0.97863
C 0.73372 3.14620 -1.65390
C -4.72945 1.55293 -1.98546
C -4.18912 2.59452 -4.21761
C -1.05983 3.78636 -0.15712
C -0.62962 0.22177 -4.65933
C 2.54582 -1.40002 3.10296
C -3.00108 -1.19206 -2.37548
C -2.83067 -2.25544 -1.44425
C 1.47149 -0.91658 5.29627
C 3.05983 -1.64791 -2.80289
C -1.51528 1.83248 8.03419
C 1.83248 -2.38263 -2.93165
C 0.78138 0.22066 4.58288
C 0.35942 -0.21051 8.10351
C 4.27139 -3.31311 -4.12340
C -0.27767 1.12336 2.52052
C 2.50075 2.90737 7.87449
C -6.02413 0.77852 -2.24947
C 1.63471 -0.68437 2.37515
C 1.90539 -3.57958 -3.71970
C 3.44855 3.27334 5.71310
C -3.38656 2.76575 -5.33331
C 0.11151 -4.30429 0.98897
C -2.72072 0.86819 -3.39280
H 0.84819 -1.74724 5.61970
H 5.19687 -3.66668 -4.55952
H -1.20305 4.29451 0.80115
H 3.56782 2.97019 4.67941
H 0.63803 -4.80096 1.81097
H -5.85796 3.42302 -1.96197
H -2.31316 2.35751 1.95447
H 1.91822 2.32056 8.57133
H -0.05718 -1.65559 -5.57994
H -0.32081 -0.11700 -3.67014
H -5.08196 3.20242 -4.10585
H -1.96138 -6.00156 1.36312
H -6.63925 0.74169 -1.34520
H -0.86677 -1.88488 2.06356
H 2.83178 3.66871 -1.56666
H -4.15406 1.00010 -1.24215
H -2.85565 1.00801 0.94355
H 3.00175 4.34959 9.38534
H -1.41557 -5.44281 2.95205
H -2.25244 2.62594 7.99217
H 4.39691 5.72325 7.86561
H -0.25556 0.31198 4.88474
H 4.23952 -0.03746 -2.01132
H 0.07882 -4.98183 0.13042
H 4.70228 4.99622 5.50965
H -3.00154 2.95302 -0.34633
H -0.27220 2.69140 6.50471
H 3.77788 1.65283 -0.84852
H 3.07012 -4.94662 -4.86258
H 0.48087 3.96100 -2.36232
H -1.39018 4.49390 -0.94461
H -2.26272 -2.60683 2.87610
H 1.46923 0.42501 -5.09159
H -5.81957 -0.24684 -2.55881
H -3.65059 3.49411 -6.09138
H 2.39173 2.58670 -2.87520
H -4.19090 3.58352 -1.39649
H 1.02275 5.53725 -0.44713
H -0.60688 -3.09986 3.31197
H 0.80664 4.88121 1.20536
H 0.14117 2.27516 -1.95167
H -1.69786 -1.64901 -4.93767
H -3.75757 -1.39932 -3.14536
H -1.75564 1.92919 -1.03288
H -4.38876 -3.65376 -2.16925
H 0.69431 -3.42601 0.71947
H -0.86979 -1.07684 9.64233
H -3.00316 -4.94530 2.33522
H 2.18758 4.37868 0.26313
H -6.60310 1.26602 -3.03979
H -5.41085 2.82214 -0.36250
H 0.97630 -4.12726 -3.83318
H -0.79342 1.72846 3.27378
H 3.24931 -2.13659 4.97506
H 0.64567 1.97782 -4.86938
H 0.43399 1.06463 -6.37350
H 3.09378 -2.17117 2.57155
H -1.33932 -0.78014 -6.45074
H -2.54672 0.73978 9.57627
H 2.23906 1.68059 0.01682
H -1.58402 2.15179 -6.31944
H 1.08516 -1.01786 8.11388
H 5.14874 -1.57957 -3.24718
H -3.53037 -5.17019 -0.10706
*
```


Entry 3:
Below is 2 unconnected molecules or ions with the total composition C16H39N2O5P2 in a non-equilibrium geometry, with properties calculated with ωB97M-V with the def2-TZVPD basis set.

Properties
- M: 401.4 Da
- Largest force on an atom: 2.520 eV Å⁻¹
- HOMO-LUMO gap: 7.45 eV

```
! RIJCOSX wB97M-V def2-TZVPD def2/J DEFGRID3
* xyz 1 1
P -0.80928 0.20071 -0.07471
P 0.77092 1.75559 -0.02944
O -1.57967 1.03244 5.61867
O 4.53154 -2.74190 -5.08494
O -2.19139 0.66636 -0.66413
O 1.59009 -1.22108 -1.91659
O -2.41372 -1.07415 5.40089
N 4.38332 -0.45653 -3.18690
N 1.90435 1.12202 0.84467
C 5.64708 -2.15071 -4.42968
C 4.07176 -2.02731 -6.21675
C 2.82746 -0.99181 -1.22408
C -1.59665 -0.21976 5.06906
C -0.52631 -0.47440 4.03871
C -0.85543 -0.59370 1.53594
C -0.83028 0.33310 2.76126
C 1.62421 -2.22320 -2.92973
C -4.14434 0.56979 0.84029
C -2.71001 1.85495 5.28701
C -3.04799 2.77873 6.44869
C 3.77131 -0.03184 -1.93410
C 5.25425 -1.62042 -3.06867
C -3.07341 1.44582 0.22171
C -5.46818 0.42506 0.05470
C -5.63539 1.31519 -1.16932
H 0.04782 -1.20268 1.55844
H 3.21333 0.88663 -2.15004
H 6.39310 -2.93702 -4.29052
H -0.56272 -1.53733 3.84121
H -6.28511 0.58571 0.74724
H 0.62611 -2.65609 -3.00656
H 1.14677 1.87090 -1.37926
H -1.68904 -1.28293 1.61859
H 2.16781 1.69653 1.63570
H 4.56526 0.24175 -1.23356
H -3.91587 2.40573 6.97801
H -2.45346 1.84544 1.02542
H 3.65109 -0.66372 -3.85267
H -4.31637 0.91286 1.85579
H -0.31271 -0.74237 -0.98261
H 6.09808 -1.36739 -5.04402
H 4.88868 -1.81583 -6.91124
H -3.45248 2.30066 -0.31677
H -0.11848 1.13347 2.61618
H -3.71602 -0.42194 0.94371
H 3.34063 -2.65493 -6.72272
H 0.25410 2.97409 0.44647
H 2.52064 -0.51538 -0.28749
H 4.77306 -2.44411 -2.52410
H 6.15612 -1.33515 -2.52039
H -2.43796 2.46386 4.42741
H -4.73632 1.41784 -1.76562
H -1.82436 0.75564 2.86954
H -2.21275 2.86003 7.12925
H 3.30902 -1.94118 -0.96848
H -5.98040 2.30513 -0.88395
H 1.87534 -1.79705 -3.90258
H 0.44828 -0.18946 4.41503
H -5.56927 -0.60644 -0.26356
H -3.56808 1.22718 5.06925
H -3.32652 3.75240 6.06474
H 3.58589 -1.08491 -5.93798
H 2.33034 -3.01668 -2.68368
H -6.40777 0.90379 -1.80673
*
```


Entry 4:
Below is a molecular structure, C4H4MnO5 in a non-equilibrium geometry, with properties calculated with ωB97M-V with the def2-TZVPD basis set.

Properties
- M: 187.0 Da
- ⟨S²⟩: 8.75
- Largest force on an atom: 2.337 eV Å⁻¹
- HOMO-LUMO gap (spin up / spin down): 9.11 / 10.32 eV

```
! RIJCOSX wB97M-V def2-TZVPD def2/J DEFGRID3
* xyz 2 6
Mn 2.70780 0.16930 -0.20519
O 6.07063 -0.06147 -0.68425
O 1.55051 0.94353 1.20993
O -0.59439 1.22505 0.72934
O 0.78618 0.02241 -0.62387
O -1.74391 -0.72448 0.59057
C -1.72582 0.72176 0.14406
C 0.59601 0.64497 0.45135
C -2.56094 -1.41145 -0.04407
C 4.96188 0.00979 -0.56293
H -3.03491 -2.23046 0.50936
H -1.64998 0.68995 -0.94784
H -2.59708 1.25059 0.54486
H -2.76599 -1.24948 -1.11134
*
```


Entry 5:
Below is 9 unconnected molecules or ions with the total composition C15H20BCl24F6, with properties calculated with ωB97M-V with the def2-TZVPD basis set.

Properties
- M: 1176.0 Da
- Largest force on an atom: 0.456 eV Å⁻¹
- HOMO-LUMO gap: 8.08 eV

```
! RIJCOSX wB97M-V def2-TZVPD def2/J DEFGRID3
* xyz -1 1
Cl 1.21832 1.31172 -5.77481
Cl 4.12730 -5.10426 4.49992
Cl -4.84503 1.74968 4.40320
Cl -4.21934 -8.00934 -0.17565
Cl -9.48598 -5.27010 -2.76480
Cl -7.05260 -8.63339 -0.28733
Cl 2.23108 -1.16068 -4.63403
Cl 3.90086 -6.53047 1.98196
Cl -0.78307 5.78784 2.80468
Cl 2.94161 -7.75853 4.43588
Cl 3.66025 1.33268 -4.19980
Cl -3.87913 -0.73639 3.25111
Cl 3.69999 -3.02959 1.06740
Cl -3.59103 5.17144 3.25548
Cl 3.85346 -0.73127 2.83468
Cl 5.26412 -0.69858 0.29915
Cl -6.01678 -6.30638 -1.68938
Cl -11.45876 -6.90364 -1.39072
Cl -6.49598 -4.17122 1.27399
Cl -5.69025 -2.88317 -1.19634
Cl -6.60709 -1.28017 1.05026
Cl -2.95605 1.80569 2.19095
Cl -9.40291 -5.50878 0.12494
Cl -2.84769 7.38520 1.51982
F 1.13658 5.05073 -1.85442
F 1.39106 1.98487 -1.72429
F 0.52522 5.84445 0.06182
F -0.58278 4.21945 -0.83107
F 0.14748 1.63149 0.00318
F 2.25132 1.17125 0.09348
C -5.67261 -7.94762 -1.16524
C 5.50605 3.97581 -1.18815
C 7.09748 2.17412 -0.34733
C -4.29471 0.94622 2.92646
C 3.83649 -1.26554 1.15433
C -6.77442 -2.80960 0.19220
C 2.08482 0.58992 -4.41475
C -2.38442 5.78401 2.11354
C 4.12090 3.35145 -0.96116
C 0.69862 4.66500 -0.61273
C -9.79150 -6.32586 -1.38492
C 1.36191 2.12949 -0.34892
C 6.51940 2.89126 -1.57982
C 3.17071 -6.24131 3.55866
C 3.23402 4.10646 0.02892
B 1.66724 3.63256 0.17547
H 5.46988 4.74238 -1.96640
H 3.23916 5.16600 -0.26003
H 8.09956 2.50445 -0.07427
H 3.73283 4.07217 1.00442
H -5.12054 0.95442 2.22670
H 7.30384 3.27333 -2.23678
H 6.43244 2.34346 0.50196
H 2.19497 -5.80269 3.39654
H 1.51350 0.77266 -3.51325
H -5.50910 -8.56049 -2.04158
H -7.78831 -2.87879 -0.18156
H 7.10544 1.09828 -0.52370
H 1.32281 3.66301 1.34385
H -2.37092 5.11185 1.26376
H 5.97346 2.14241 -2.16390
H -9.13789 -7.18433 -1.47055
H 5.82358 4.44135 -0.24820
H 2.96988 -0.83122 0.67397
H 3.63218 3.24255 -1.93206
H 4.29907 2.34227 -0.57471
*
```


Entry 6:
Below is 2 unconnected molecules or ions with the total composition C4H11N2O2 in a non-equilibrium geometry, with properties calculated with ωB97M-V with the def2-TZVPD basis set.

Properties
- M: 119.1 Da
- Energy above the lowest of the compared OMol25 structures with the same formula, charge and spin: 0.9750 eV
- Largest force on an atom: 2.729 eV Å⁻¹
- HOMO-LUMO gap: 9.71 eV

```
! RIJCOSX wB97M-V def2-TZVPD def2/J DEFGRID3
* xyz 1 1
O -0.65228 0.52013 -0.87707
O -1.10881 0.98960 1.31200
N 0.76699 -1.80157 0.33852
N -1.97176 2.32414 -0.34587
C 2.22475 -0.90411 -1.56651
C 1.82996 -0.81934 -0.08149
C -1.18439 1.25095 -0.02864
C -0.04259 -1.75226 1.34792
H -1.64982 3.16599 0.11196
H -1.77073 1.56300 1.73149
H 0.58815 -2.59119 -0.28878
H 0.06358 -0.94255 2.08882
H 1.53220 -0.37159 -2.23459
H -0.87955 -2.44298 1.33681
H -2.03635 2.46134 -1.33036
H 3.23002 -0.44292 -1.68837
H 1.41374 0.19558 0.18166
H 2.72142 -1.03470 0.55325
H 2.34294 -1.94714 -1.91753
*
```


Entry 7:
Below is a single C15H13Br2NO4 molecule in a non-equilibrium geometry, with properties calculated with ωB97M-V with the def2-TZVPD basis set.

Properties
- M: 431.1 Da
- Energy above the lowest of the compared OMol25 structures with the same formula, charge and spin: 0.0000 eV
- Largest force on an atom: 1.322 eV Å⁻¹
- HOMO-LUMO gap: 8.70 eV
- Structure (SMILES): CC(=O)OCCc1cccc2c1C(=O)N(/C(Br)=C(/C)Br)C2=O

```
! RIJCOSX wB97M-V def2-TZVPD def2/J DEFGRID3
* xyz 0 1
Br -2.79502 -2.26482 -1.77520
Br -4.59296 0.98391 0.90335
O -2.04413 -1.16002 1.97532
O 4.50865 -1.14387 -0.42090
O 2.63583 -0.56796 -1.52062
O -0.64467 -0.02839 -2.04258
N -1.96832 -0.09776 -0.11248
C 2.42752 -1.93185 0.44085
C 0.17625 0.72719 0.12038
C -4.32024 -0.50390 -0.23651
C 0.35690 0.82204 2.53379
C -0.79370 0.17460 -0.87466
C -1.53615 -0.38135 1.22731
C 3.01456 0.78210 -1.80177
C -0.29123 0.41358 1.38898
C 1.89304 1.75407 -1.43097
C 1.99985 1.86444 1.09107
C -5.57206 -1.22112 -0.62267
C 1.34371 1.44742 -0.06812
C 1.51699 1.56617 2.36391
C 3.31206 -1.18963 -0.51745
C -3.08020 -0.80337 -0.61300
H -5.38952 -2.28739 -0.73598
H 1.10596 1.69362 -2.17851
H 3.22564 0.84211 -2.86797
H 2.40154 -1.37015 1.37633
H 3.91837 1.03855 -1.24889
H 2.33044 2.75332 -1.44099
H -0.03367 0.57295 3.51004
H 1.40803 -2.02414 0.07446
H 2.05097 1.93021 3.23126
H 2.83623 -2.92001 0.63592
H 2.91203 2.43950 0.98448
H -6.30179 -1.11104 0.17783
H -6.01092 -0.79898 -1.52603
*
```


Entry 8:
Below is a single C2H2N4O2 molecule in a non-equilibrium geometry, with properties calculated with ωB97M-V with the def2-TZVPD basis set.

Properties
- M: 114.1 Da
- Energy above the lowest of the compared OMol25 structures with the same formula, charge and spin: 3.3187 eV
- Largest force on an atom: 8.183 eV Å⁻¹
- HOMO-LUMO gap: 10.50 eV
- Structure (SMILES): O=C(O)c1nn[nH]n1

```
! RIJCOSX wB97M-V def2-TZVPD def2/J DEFGRID3
* xyz 0 1
O -0.39901 -1.74875 1.60653
O 1.69210 -1.42195 0.59997
N -1.25127 1.69086 -0.16838
N 0.11005 0.27269 -1.32769
N -0.55549 1.46464 -1.32881
N -1.05115 0.72265 0.55884
C -0.33626 -0.19048 -0.13875
C 0.27257 -1.13472 0.72298
H 2.02747 -1.84026 1.46458
H -0.50900 2.18532 -1.98927
*
```